Record 1
A structure of composition C6H9N4 at a distorted geometry. Source: the OMol25 dataset; level of theory: ωB97M-V with the def2-TZVPD basis set.

The value obtained for the HOMO-LUMO gap (spin up / spin down) is 7.225 / 7.232 eV. The largest force on an atom is 5.9 eV/A. For the calculated total energy, the calculation gives -452.63321 Eh. For the HOMO energy (spin up / spin down), the calculation gives -12.12 / -12.12 eV. Its LUMO energy (spin up / spin down) is -4.9 / -4.9 eV.

Structure (ORCA input):
```
! wB97M-V def2-TZVPD RIJCOSX def2/J DEFGRID3
* xyz 1 1
C -1.850 1.443 -0.326
C 1.488 0.716 1.011
C 0.171 1.042 1.022
C 1.269 0.020 -1.313
C 2.116 0.034 -0.141
C -0.660 0.722 -0.260
N -2.905 1.950 -0.400
N 0.013 0.382 -1.337
N -1.477 -1.063 -0.047
N -2.752 -1.075 0.227
H 2.153 1.099 1.794
H -0.512 1.357 1.782
H 1.792 -0.359 -2.125
H 2.967 0.471 -0.501
H 2.286 -1.035 0.210
H -0.878 -1.095 0.895
H -3.449 -0.721 -0.511
H -0.492 0.492 -2.219
H -3.126 -1.138 1.233
*
```

Per-atom natural (NBO) charges, elementary charge units:
1 C 0.210
2 C -0.159
3 C -0.198
4 C 0.261
5 C -0.525
6 C -0.039
7 N -0.237
8 N -0.379
9 N -0.331
10 N -0.543
11 H 0.253
12 H 0.253
13 H 0.235
14 H 0.262
15 H 0.279
16 H 0.378
17 H 0.423
18 H 0.458
19 H 0.398

***

Record 2
The molecule C25H36F2N7O6PS2 at a distorted geometry. Source: the OMol25 dataset; level of theory: ωB97M-V with the def2-TZVPD basis set.

As for the structure (SMILES): CCCC[C@H](N(S)c1ccncc1)[C@@](CCCCCOC)(O[C@](CCSc1nnco1)(N=C=O)N(C(=O)F)C(=O)F)[PH2]=N. The value obtained for the HOMO-LUMO gap is 8.700 eV. The largest force on an atom is 1.7 eV/A. For the calculated total energy, the calculation gives -3146.30095 Eh. For the HOMO energy, the calculation gives -8.56 eV. Its LUMO energy is 0.1 eV.

Structure (ORCA input):
```
! wB97M-V def2-TZVPD RIJCOSX def2/J DEFGRID3
* xyz 0 1
C 4.408 0.836 2.923
C 4.371 0.285 1.485
C 3.258 -0.756 1.236
C 2.070 -0.162 0.474
C 1.226 -1.164 -0.322
N 1.925 -1.867 -1.403
S 3.195 -0.935 -2.144
C 2.186 -3.263 -1.271
C 2.549 -3.886 -0.094
C 2.794 -5.248 -0.117
N 2.705 -6.010 -1.191
C 2.359 -5.397 -2.321
C 2.098 -4.049 -2.405
C -0.115 -0.478 -0.829
C -1.202 -0.840 0.185
C -2.686 -0.606 -0.170
C -3.570 -1.788 0.272
C -4.072 -1.690 1.723
C -5.588 -1.625 1.858
O -6.251 -0.852 0.879
C -6.009 0.534 0.982
O 0.233 0.918 -0.917
C -0.610 1.999 -1.114
C 0.319 3.172 -1.407
C 1.534 3.219 -0.468
S 2.038 4.932 -0.067
C 2.378 4.768 1.616
N 3.539 4.717 2.158
N 3.331 4.631 3.515
C 2.068 4.627 3.679
O 1.380 4.714 2.537
N -1.418 2.191 0.097
C -1.431 3.220 0.747
O -1.488 4.222 1.354
N -1.615 1.792 -2.195
C -1.240 1.981 -3.517
O -1.885 2.506 -4.348
F -0.055 1.416 -3.762
C -2.896 2.408 -1.972
O -3.931 1.859 -1.955
F -2.766 3.737 -1.802
P -0.508 -1.364 -2.432
N -0.808 -2.883 -2.147
H 3.469 0.630 3.435
H 4.536 1.916 2.931
H 5.217 0.385 3.490
H 5.327 -0.170 1.236
H 4.255 1.121 0.796
H 3.692 -1.545 0.626
H 2.931 -1.157 2.194
H 1.379 0.290 1.190
H 2.431 0.651 -0.146
H 0.941 -1.927 0.397
H 3.758 -1.957 -2.789
H 2.626 -3.336 0.829
H 3.092 -5.735 0.801
H 2.268 -6.023 -3.197
H 1.811 -3.609 -3.348
H -0.977 -0.264 1.088
H -1.085 -1.884 0.455
H -3.029 0.272 0.369
H -2.842 -0.460 -1.233
H -4.432 -1.814 -0.394
H -3.035 -2.720 0.096
H -3.579 -0.855 2.225
H -3.755 -2.586 2.259
H -6.013 -2.623 1.783
H -5.861 -1.239 2.847
H -6.899 1.065 0.657
H -5.183 0.839 0.335
H -5.754 0.816 2.006
H -0.223 4.115 -1.434
H 0.732 3.026 -2.402
H 1.345 2.724 0.480
H 2.384 2.749 -0.949
H 1.546 4.571 4.617
H 0.537 -1.074 -3.316
H -1.630 -0.736 -2.989
H -1.754 -3.116 -2.423
*
```

Per-atom Mulliken charges, elementary charge units:
1 C -1.277
2 C -0.617
3 C -0.625
4 C -0.528
5 C -2.464
6 N 0.619
7 S -0.203
8 C 0.531
9 C -0.305
10 C -0.661
11 N -0.627
12 C -0.521
13 C -0.057
14 C 2.188
15 C -1.870
16 C -0.076
17 C -1.585
18 C -0.871
19 C -0.741
20 O -0.414
21 C -0.453
22 O 1.014
23 C -0.343
24 C -1.110
25 C -0.674
26 S -0.313
27 C 0.541
28 N -0.282
29 N -0.398
30 C 0.036
31 O -0.167
32 N -0.577
33 C 0.676
34 O -0.513
35 N 0.573
36 C 0.429
37 O -0.517
38 F -0.196
39 C 0.319
40 O -0.405
41 F -0.243
42 P 0.061
43 N -0.765
44 H 0.373
45 H 0.317
46 H 0.315
47 H 0.504
48 H 0.219
49 H 0.177
50 H 0.426
51 H 0.477
52 H 0.072
53 H 0.764
54 H 0.186
55 H 0.346
56 H 0.372
57 H 0.367
58 H 0.379
59 H 0.298
60 H 0.734
61 H 0.210
62 H 0.422
63 H 0.600
64 H 0.669
65 H 0.358
66 H 0.425
67 H 0.350
68 H 0.423
69 H 0.306
70 H 0.006
71 H 0.331
72 H 0.741
73 H 0.671
74 H 0.137
75 H 0.571
76 H 0.455
77 H 0.034
78 H 0.092
79 H 0.279

***

Record 3
The molecule C4H7N3 at a distorted geometry. Source: the OMol25 dataset; level of theory: ωB97M-V with the def2-TZVPD basis set.

As for the structure (SMILES): C=NC(N=C)N=C. The value obtained for the HOMO-LUMO gap is 10.297 eV. The largest force on an atom is 5.0 eV/A. For the calculated total energy, the calculation gives -320.74163 Eh. For the HOMO energy, the calculation gives -9.23 eV. Its LUMO energy is 1.1 eV.

Structure (ORCA input):
```
! wB97M-V def2-TZVPD RIJCOSX def2/J DEFGRID3
* xyz 0 1
C -0.782 -0.167 1.961
N -0.749 0.681 1.032
C 0.462 0.526 0.183
N 1.291 -0.527 0.534
C 1.833 -1.167 -0.416
N -0.056 0.362 -1.339
C -1.123 1.002 -1.518
H -1.738 -0.116 2.402
H 0.039 -0.960 2.312
H 1.093 1.515 0.286
H 2.308 -2.023 -0.320
H 1.842 -0.875 -1.397
H -1.324 1.197 -2.507
H -1.887 1.366 -0.830
*
```

Per-atom natural (NBO) charges, elementary charge units:
1 C -0.051
2 N -0.437
3 C 0.168
4 N -0.448
5 C 0.017
6 N -0.431
7 C -0.032
8 H 0.169
9 H 0.198
10 H 0.196
11 H 0.151
12 H 0.164
13 H 0.155
14 H 0.181

***

Record 4
A structure of composition C4H7N3O at a distorted geometry. Source: the OMol25 dataset; level of theory: ωB97M-V with the def2-TZVPD basis set.

The value obtained for the HOMO-LUMO gap (spin up / spin down) is 7.652 / 7.482 eV. The largest force on an atom is 1.4 eV/A. For the calculated total energy, the calculation gives -395.94819 Eh. For the HOMO energy (spin up / spin down), the calculation gives -7.34 / -6.96 eV. Its LUMO energy (spin up / spin down) is 0.3 / 0.5 eV.

Structure (ORCA input):
```
! wB97M-V def2-TZVPD RIJCOSX def2/J DEFGRID3
* xyz 0 1
C 0.839 0.460 -0.180
C -0.413 -1.101 0.195
N -2.017 1.210 0.341
N 1.906 0.136 -0.972
C -0.625 -0.127 -0.845
C 0.084 -1.718 1.228
N -1.481 0.909 -0.866
O 0.872 1.230 0.749
H -2.317 2.173 0.383
H -1.503 0.918 1.170
H 1.773 -0.317 -1.859
H 2.717 0.728 -0.875
H -0.423 -0.493 -1.849
H 1.006 -1.418 1.733
H -0.417 -2.591 1.647
*
```

Per-atom natural (NBO) charges, elementary charge units:
1 C 0.715
2 C -0.007
3 N -0.592
4 N -0.839
5 C -0.203
6 C -0.435
7 N -0.237
8 O -0.607
9 H 0.374
10 H 0.373
11 H 0.397
12 H 0.408
13 H 0.232
14 H 0.204
15 H 0.217

***

Record 5
A structure of composition C40H32INP2Zn. Source: the OMol25 dataset; level of theory: ωB97M-V with the def2-TZVPD basis set.

The value obtained for the HOMO-LUMO gap is 8.270 eV. The largest force on an atom is 0.6 eV/A. For the calculated total energy, the calculation gives -4357.52636 Eh. For the HOMO energy, the calculation gives -13.44 eV. Its LUMO energy is -5.2 eV.

Structure (ORCA input):
```
! wB97M-V def2-TZVPD RIJCOSX def2/J DEFGRID3
* xyz 2 1
Zn -0.018 0.488 0.538
I 0.944 -1.034 2.863
C 0.560 -3.105 2.441
C 1.509 -3.904 3.013
C 1.374 -5.300 2.989
C 0.259 -5.846 2.431
C -0.738 -5.033 1.843
C -1.899 -5.663 1.343
C -2.907 -4.945 0.772
C -2.740 -3.567 0.618
C -1.621 -2.900 1.079
P -1.680 -1.175 0.478
C -3.117 -0.400 1.249
C -3.643 -0.882 2.444
C -4.669 -0.188 3.072
C -5.167 0.978 2.511
C -4.632 1.469 1.325
C -3.601 0.791 0.698
C -1.945 -1.279 -1.316
C -0.785 -1.440 -2.081
C -0.857 -1.487 -3.463
C -2.091 -1.357 -4.089
C -3.244 -1.204 -3.334
C -3.178 -1.166 -1.948
C -0.593 -3.605 1.780
H 2.365 -3.467 3.511
H 2.139 -5.913 3.445
H 0.111 -6.918 2.436
H -1.971 -6.739 1.432
H -3.808 -5.426 0.417
H -3.505 -3.011 0.090
H -3.261 -1.798 2.876
H -5.082 -0.564 3.999
H -5.979 1.504 2.994
H -5.029 2.376 0.889
H -3.184 1.172 -0.229
H 0.173 -1.568 -1.583
H 0.041 -1.619 -4.051
H -2.151 -1.382 -5.169
H -4.203 -1.118 -3.828
H -4.086 -1.047 -1.369
N -0.200 2.306 1.755
C 0.307 3.489 1.069
C -0.089 4.750 1.486
C 0.385 5.883 0.843
C 1.260 5.761 -0.227
C 1.653 4.505 -0.655
C 1.184 3.358 -0.012
P 1.625 1.715 -0.620
C 1.979 1.846 -2.381
C 0.904 1.884 -3.268
C 1.142 2.021 -4.625
C 2.447 2.109 -5.092
C 3.516 2.062 -4.208
C 3.289 1.928 -2.846
C 3.123 1.162 0.229
C 3.536 -0.147 -0.034
C 4.646 -0.661 0.612
C 5.333 0.125 1.531
C 4.921 1.421 1.796
C 3.813 1.949 1.144
H 0.389 2.113 2.564
H -1.114 2.526 2.141
H -0.773 4.852 2.322
H 0.073 6.860 1.184
H 1.628 6.643 -0.733
H 2.315 4.402 -1.505
H -0.111 1.812 -2.893
H 0.312 2.056 -5.317
H 2.632 2.213 -6.153
H 4.530 2.130 -4.579
H 4.122 1.891 -2.156
H 2.994 -0.749 -0.757
H 4.980 -1.667 0.398
H 6.199 -0.278 2.039
H 5.470 2.031 2.501
H 3.491 2.965 1.340
*
```

Per-atom Mulliken charges, elementary charge units:
1 Zn 0.948
2 I -0.006
3 C -0.070
4 C -0.610
5 C -0.871
6 C -0.934
7 C 0.831
8 C -0.726
9 C -1.312
10 C -0.715
11 C 1.450
12 P 0.094
13 C 0.917
14 C -0.537
15 C -0.742
16 C -0.604
17 C -0.848
18 C -0.622
19 C 1.100
20 C -1.048
21 C -0.706
22 C -0.637
23 C -0.797
24 C -0.163
25 C 0.838
26 H 0.447
27 H 0.414
28 H 0.422
29 H 0.425
30 H 0.462
31 H 0.347
32 H 0.435
33 H 0.454
34 H 0.437
35 H 0.470
36 H 0.523
37 H 0.470
38 H 0.504
39 H 0.457
40 H 0.461
41 H 0.446
42 N -0.338
43 C -0.001
44 C -0.619
45 C -0.668
46 C -0.800
47 C -0.608
48 C -0.513
49 P 1.505
50 C 0.390
51 C -0.307
52 C -0.743
53 C -0.547
54 C -0.700
55 C -0.208
56 C 0.669
57 C -0.405
58 C -0.772
59 C -0.554
60 C -0.813
61 C -0.480
62 H 0.283
63 H 0.389
64 H 0.485
65 H 0.429
66 H 0.458
67 H 0.509
68 H 0.449
69 H 0.458
70 H 0.422
71 H 0.451
72 H 0.486
73 H 0.475
74 H 0.459
75 H 0.437
76 H 0.458
77 H 0.458

***

Record 6
A cluster of 3 separate species, CH5ClNOP in total at a distorted geometry. Source: the OMol25 dataset; level of theory: ωB97M-V with the def2-TZVPD basis set.

As for the structure (SMILES): N#P.CO.Cl. The value obtained for the HOMO-LUMO gap is 10.152 eV. The largest force on an atom is 5.9 eV/A. For the calculated total energy, the calculation gives -972.53781 Eh. For the HOMO energy, the calculation gives -10.80 eV. Its LUMO energy is -0.6 eV.

Structure (ORCA input):
```
! wB97M-V def2-TZVPD RIJCOSX def2/J DEFGRID3
* xyz 0 1
N 2.777 -1.838 0.954
P 1.348 -1.896 1.209
C -0.675 1.112 -0.852
O 0.191 0.616 0.148
H -1.637 0.730 -0.890
H -0.172 1.060 -1.815
H -0.770 2.216 -0.659
H 0.029 -0.551 0.106
Cl 4.586 1.631 -0.747
H 3.394 2.006 -1.021
*
```

Per-atom natural (NBO) charges, elementary charge units:
1 N -0.838
2 P 0.862
3 C -0.253
4 O -0.701
5 H 0.169
6 H 0.163
7 H 0.180
8 H 0.417
9 Cl -0.265
10 H 0.265

***

Record 7
A structure of composition C4H17NO3PSn at a distorted geometry. Source: the OMol25 dataset; level of theory: ωB97M-V with the def2-TZVPD basis set.

The value obtained for the HOMO-LUMO gap is 2.878 eV. The largest force on an atom is 4.7 eV/A. For the calculated total energy, the calculation gives -998.46107 Eh. For the HOMO energy, the calculation gives 0.36 eV. Its LUMO energy is 3.2 eV.

Structure (ORCA input):
```
! wB97M-V def2-TZVPD RIJCOSX def2/J DEFGRID3
* xyz -1 1
C -1.595 2.718 -0.781
Sn -0.058 1.124 -1.797
N 1.316 -1.040 -2.473
H 1.006 1.842 -2.911
H 2.226 -0.696 -2.272
H -1.995 1.840 -1.490
H -2.100 3.381 -1.496
H -0.792 3.354 -0.389
H -2.192 2.565 0.181
H 1.131 -1.908 -2.020
H 1.241 -1.098 -3.468
C -1.271 0.893 2.239
O -0.577 -0.186 1.520
P -0.020 -0.436 0.020
O 1.551 -0.899 0.365
C 2.375 -0.190 1.296
O -0.675 -1.820 -0.469
C -0.775 -2.971 0.402
H -2.253 1.104 1.684
H -0.552 1.778 2.286
H -1.453 0.452 3.252
H 2.440 0.900 1.047
H 2.074 -0.325 2.349
H 3.369 -0.645 1.213
H 0.117 -3.596 0.177
H -0.822 -2.694 1.473
H -1.713 -3.449 0.063
*
```

Per-atom natural (NBO) charges, elementary charge units:
1 C -1.143
2 Sn -0.333
3 N -1.050
4 H -0.412
5 H 0.374
6 H 0.332
7 H 0.208
8 H 0.292
9 H 0.180
10 H 0.377
11 H 0.372
12 C -0.278
13 O -0.908
14 P 1.684
15 O -0.872
16 C -0.277
17 O -0.881
18 C -0.298
19 H 0.192
20 H 0.194
21 H 0.178
22 H 0.194
23 H 0.164
24 H 0.172
25 H 0.173
26 H 0.183
27 H 0.183

***

Record 8
A structure of composition C16H14F6N11O7S2Ta at a distorted geometry. Source: the OMol25 dataset; level of theory: ωB97M-V with the def2-TZVPD basis set.

The value obtained for the HOMO-LUMO gap is 5.801 eV. The largest force on an atom is 4.8 eV/A. For the calculated total energy, the calculation gives -3198.12511 Eh. For the HOMO energy, the calculation gives -20.42 eV. Its LUMO energy is -14.6 eV.

Structure (ORCA input):
```
! wB97M-V def2-TZVPD RIJCOSX def2/J DEFGRID3
* xyz 4 1
Ta -0.093 -0.485 -0.876
O 1.573 2.026 6.337
N 1.612 0.974 5.760
O 1.898 -0.115 6.203
C 1.328 1.049 4.273
C 1.473 2.268 3.711
C 1.190 2.475 2.331
C 1.292 3.736 1.712
C 0.949 3.859 0.384
C 0.515 2.735 -0.312
N 0.426 1.528 0.245
C 0.756 1.389 1.555
C 0.628 0.098 2.144
N 0.197 -0.920 1.324
C 0.011 -2.132 1.876
C 0.277 -2.407 3.204
C 0.742 -1.405 4.030
C 0.911 -0.098 3.510
H 1.791 3.099 4.330
H 1.627 4.593 2.285
H 1.006 4.813 -0.122
H 0.213 2.811 -1.351
H -0.370 -2.910 1.233
H 0.123 -3.408 3.584
H 0.973 -1.609 5.064
F -1.912 -4.992 -1.125
C -0.645 -4.811 -1.316
F -0.132 -5.546 -2.232
F 0.039 -4.829 -0.193
S -0.450 -2.962 -1.832
O -1.237 -2.124 -0.840
O 0.907 -2.449 -1.566
N -0.947 -2.766 -3.270
S -0.903 -1.333 -3.946
O -0.143 -1.184 -5.107
O -0.475 -0.404 -2.788
C -2.743 -0.856 -4.046
F -3.153 -1.019 -2.766
F -3.437 -1.590 -4.828
F -2.797 0.414 -4.359
N 3.458 0.988 -2.374
C 2.991 -0.060 -1.731
N 3.736 -1.116 -1.485
O 1.749 -0.031 -1.299
H 4.400 1.006 -2.743
H 2.874 1.784 -2.572
H 4.700 -1.172 -1.785
H 3.347 -1.932 -1.041
N -3.959 2.976 -1.658
N -3.366 1.971 -1.057
N -3.997 1.273 -0.122
C -3.113 0.380 0.231
N -1.968 0.545 -0.469
N -2.155 1.588 -1.300
H -4.921 3.166 -1.410
H -3.493 3.481 -2.395
H -3.299 -0.364 0.991
*
```

Per-atom natural (NBO) charges, elementary charge units:
1 Ta 2.588
2 O -0.273
3 N 0.533
4 O -0.332
5 C 0.092
6 C -0.148
7 C 0.022
8 C -0.046
9 C -0.228
10 C 0.084
11 N -0.505
12 C 0.120
13 C 0.241
14 N -0.624
15 C 0.122
16 C -0.237
17 C 0.013
18 C -0.093
19 H 0.301
20 H 0.279
21 H 0.284
22 H 0.231
23 H 0.220
24 H 0.288
25 H 0.306
26 F -0.228
27 C 0.927
28 F -0.209
29 F -0.264
30 S 2.100
31 O -0.914
32 O -0.889
33 N -1.102
34 S 2.191
35 O -0.717
36 O -0.967
37 C 0.837
38 F -0.313
39 F -0.212
40 F -0.260
41 N -0.719
42 C 0.822
43 N -0.723
44 O -0.756
45 H 0.458
46 H 0.441
47 H 0.459
48 H 0.440
49 N -0.544
50 N 0.263
51 N -0.187
52 C 0.219
53 N -0.487
54 N -0.082
55 H 0.464
56 H 0.444
57 H 0.271